# C36H87ClN7O6P3

A cluster of 3 separate species, C36H87ClN7O6P3 in total (ωB97M-V with the def2-TZVPD basis set, OMol25).

Atoms and positions in Å:
Cl (-2.354, 1.422, -2.192)
P (-0.162, -3.521, 5.745)
P (7.352, 3.162, -7.553)
P (-0.488, 1.844, -5.463)
O (-0.162, 0.237, -3.202)
O (-0.237, 3.481, -5.518)
O (-1.515, 6.175, -2.126)
O (8.239, 2.741, -6.424)
O (-0.855, -3.615, 4.410)
O (-2.132, 1.699, -5.401)
N (1.086, -3.387, 6.956)
N (-1.219, -4.503, 6.680)
N (-0.479, -1.843, 5.987)
N (5.828, 2.733, -6.900)
N (2.350, 0.308, -3.468)
N (7.587, 4.858, -7.556)
N (6.722, 3.049, -9.166)
C (-0.206, 5.606, -2.047)
C (0.189, 1.491, -3.749)
C (8.966, 5.310, -7.706)
C (-1.048, -1.272, 7.190)
C (-3.578, -3.202, 0.089)
C (1.400, 3.296, -0.569)
C (-2.293, -1.112, -0.708)
C (6.595, 5.868, -7.868)
C (6.271, 1.681, -9.528)
C (1.739, -4.676, 7.290)
C (-1.662, -4.255, 8.038)
C (-6.208, -4.500, 4.178)
C (-2.498, 5.172, -2.262)
C (7.685, 3.453, -10.216)
C (-4.885, -4.159, 3.478)
C (-3.686, -4.207, 1.260)
C (-6.838, -3.727, 6.566)
C (2.655, 2.481, -0.884)
C (-8.964, -3.524, 7.951)
C (1.624, 4.815, -0.454)
C (5.824, 1.910, -5.700)
C (4.650, 3.572, -6.925)
C (-0.890, -1.065, 4.825)
C (-8.518, -3.700, 9.405)
C (2.190, -2.468, 6.576)
C (0.269, 5.531, -0.607)
C (-5.079, -4.183, 1.952)
C (3.300, 2.748, -2.253)
C (-1.318, -5.899, 6.270)
C (2.336, 2.870, -3.438)
C (-1.595, -1.247, -2.058)
C (-5.958, -4.653, 5.706)
C (-8.158, -4.383, 6.971)
C (-1.517, 0.013, -2.961)
C (1.744, 1.527, -3.970)
C (-2.212, -2.500, 0.024)
H (0.451, 6.231, -2.657)
H (-1.801, -0.398, -0.053)
H (-0.012, 2.315, -3.060)
H (-2.933, -3.976, 2.014)
H (-0.303, -1.328, 3.949)
H (2.705, -2.798, 5.669)
H (-9.201, -3.155, 10.061)
H (-3.487, 5.614, -2.163)
H (1.035, 2.953, 0.403)
H (-2.249, -3.341, 8.108)
H (-6.152, -5.687, 6.001)
H (2.916, -2.418, 7.387)
H (9.331, 5.241, -8.741)
H (1.052, -5.336, 7.819)
H (-1.808, -2.350, 1.026)
H (-2.604, 2.526, -5.541)
H (9.075, 6.345, -7.381)
H (-8.757, -4.524, 6.067)
H (5.865, 1.689, -10.540)
H (-2.330, -5.051, 8.366)
H (-0.993, 3.958, -5.153)
H (4.852, 1.422, -5.574)
H (4.040, 1.976, -2.468)
H (-8.534, -4.746, 9.710)
H (1.825, -1.459, 6.413)
H (4.525, 4.086, -7.877)
H (-4.913, -4.447, 5.947)
H (9.633, 4.713, -7.083)
H (7.088, 0.955, -9.486)
H (-4.106, -4.857, 3.790)
H (-0.636, -1.724, 8.091)
H (-6.262, -3.483, 7.465)
H (-3.689, -3.773, -0.838)
H (-2.066, -0.213, -3.874)
H (-8.870, -2.464, 7.698)
H (2.399, 1.428, -0.731)
H (-2.142, -1.364, 7.208)
H (-0.256, 4.613, -2.507)
H (-5.630, -3.289, 1.659)
H (-2.215, -6.364, 6.678)
H (2.113, -5.197, 6.405)
H (-10.024, -3.777, 7.878)
H (3.401, 2.709, -0.115)
H (6.177, 5.787, -8.881)
H (4.663, 4.311, -6.113)
H (-1.517, -3.125, -0.540)
H (-0.491, 4.993, -0.030)
H (-0.723, -0.002, 5.017)
H (3.748, 2.962, -6.799)
H (2.301, 0.235, -2.463)
H (1.557, 3.601, -3.216)
H (8.639, 2.924, -10.135)
H (-4.576, -3.148, 3.763)
H (-2.424, 4.680, -3.242)
H (2.318, 5.194, -1.206)
H (-2.015, -2.079, -2.624)
H (-1.951, -1.210, 4.587)
H (3.854, 3.688, -2.184)
H (-5.660, -5.069, 1.689)
H (6.565, 1.118, -5.761)
H (7.265, 3.253, -11.200)
H (0.298, 6.546, -0.206)
H (-4.394, -2.481, 0.139)
H (-6.945, -3.709, 4.038)
H (2.916, 3.319, -4.251)
H (-0.807, -0.206, 7.251)
H (-6.549, -5.454, 3.773)
H (-0.847, -4.200, 8.773)
H (2.576, -4.504, 7.965)
H (-2.355, 4.403, -1.494)
H (-3.524, -5.219, 0.885)
H (5.772, 5.856, -7.155)
H (7.033, 6.863, -7.784)
H (-0.453, -6.501, 6.583)
H (-3.356, -0.910, -0.823)
H (7.878, 4.524, -10.179)
H (-7.958, -5.357, 7.424)
H (-1.393, -5.972, 5.184)
H (6.024, 2.510, -4.803)
H (1.935, 1.506, -5.050)
H (1.962, 5.034, 0.559)
H (-7.531, -3.264, 9.564)
H (-7.044, -2.785, 6.049)
H (3.310, 0.232, -3.771)
H (0.586, 3.115, -1.272)
H (-0.558, -1.510, -1.836)
H (5.477, 1.341, -8.871)

Values from the calculation:
SMILES ... CCCCCCCCCCCCC[C@@H](Cl)O[C@@H]([C@H](N)CCCCCCCOC)P(O)O.CN(C)P(=O)(N(C)C)N(C)C.CN(C)P(=O)(N(C)C)N(C)C
LUMO ... 0.188 eV
ΔE to the lowest compared entry with this formula, charge and spin ... 0.0 kcal per mole
HOMO ... -0.307 Ha
Total charge ... 0
Gap between HOMO and LUMO ... 8.554 eV



# C36H88NbO14S9

A structure of composition C36H88NbO14S9 (ωB97M-V with the def2-TZVPD basis set, OMol25).

Atoms and positions in Å:
Nb (0.052, -3.625, 0.999)
S (-2.807, 0.104, -10.422)
S (-4.091, -4.491, 1.607)
S (-2.576, 1.480, 1.663)
S (-1.307, 6.300, -0.768)
S (5.462, 1.248, 6.241)
S (-3.694, -0.288, -5.885)
S (0.662, 4.269, 5.166)
S (3.083, 6.007, -1.693)
S (-2.068, 3.267, 7.838)
O (-3.894, -3.482, 0.445)
O (1.668, 6.487, -1.827)
O (-0.813, 4.281, 4.894)
O (-1.187, 1.326, 1.118)
O (-2.857, 0.727, -5.164)
O (-5.682, -5.154, 1.378)
O (3.330, -6.524, -5.844)
O (-4.099, -3.865, 3.021)
O (-3.179, -0.207, -9.003)
O (-1.679, 5.988, 0.651)
O (-1.231, 4.282, 8.558)
O (0.243, -2.844, -2.097)
O (3.826, -5.395, -3.774)
O (3.987, 1.260, 5.969)
C (0.979, -2.586, -0.846)
C (1.198, -5.859, -4.560)
C (3.793, 5.936, -3.355)
C (1.791, -6.084, -0.024)
C (3.203, -1.053, 1.386)
C (-4.560, -1.267, -4.634)
C (3.029, 4.217, -1.438)
C (-0.867, -1.872, -2.283)
C (0.842, -2.036, 2.412)
C (4.307, -1.681, -2.175)
C (-1.897, 7.970, -1.131)
C (2.834, -5.915, -4.730)
C (-0.654, 0.755, -1.771)
C (-3.392, 2.785, 0.712)
C (-1.707, -6.026, 2.490)
C (4.634, -3.263, -2.469)
C (0.913, 4.928, 6.832)
C (-3.397, 1.775, -10.786)
C (-2.891, -5.908, 1.365)
C (-2.935, 2.289, 9.089)
C (1.126, 2.568, 5.568)
C (4.928, -1.091, -0.777)
C (-3.990, -0.746, -11.495)
C (-0.398, -0.433, -2.919)
C (-3.540, 4.117, 7.217)
C (-0.911, -4.637, 2.827)
C (5.713, 1.906, 7.907)
C (1.854, -6.934, -1.168)
C (4.379, -1.869, 0.585)
C (5.926, -0.453, 6.643)
C (-2.490, 5.449, -1.840)
C (3.422, -4.085, -3.219)
C (-2.455, 2.423, 3.203)
C (2.467, -1.959, 2.585)
C (-5.166, 0.562, -6.505)
C (1.833, -5.015, 1.262)
H (3.996, -2.914, 0.225)
H (-5.084, -0.606, -3.939)
H (3.010, -3.451, -4.119)
H (-2.323, 5.749, -2.877)
H (-4.231, 3.386, 6.791)
H (-5.529, -6.047, 0.906)
H (2.580, 4.018, -0.462)
H (-1.891, 3.343, 3.034)
H (5.080, 1.372, 8.619)
H (-0.980, 0.307, -0.739)
H (4.045, 3.816, -1.456)
H (0.759, -0.374, -3.163)
H (-1.320, 8.681, -0.535)
H (-2.332, 4.372, -1.746)
H (3.143, -1.470, -2.210)
H (4.919, -3.881, -1.497)
H (-3.511, 5.693, -1.538)
H (2.170, 2.541, 5.890)
H (-4.363, 3.009, 1.159)
H (5.571, -3.323, -3.175)
H (-3.535, -6.909, 1.454)
H (3.743, -0.121, 1.901)
H (0.865, -1.424, -0.629)
H (-3.646, 1.619, 8.599)
H (1.964, 4.822, 7.111)
H (5.298, -2.046, 1.299)
H (4.620, 0.035, -0.670)
H (5.444, 2.965, 7.907)
H (-1.751, 8.187, -2.192)
H (2.485, -4.301, -2.521)
H (1.689, -5.677, 2.216)
H (-3.251, 1.991, -11.847)
H (-2.769, 3.683, 0.699)
H (-1.489, -1.747, -1.299)
H (0.753, -5.917, -5.666)
H (-3.832, -1.823, -11.401)
H (2.426, 3.747, -2.218)
H (0.321, 1.412, -1.594)
H (-3.458, 2.950, 9.783)
H (-3.537, 2.431, -0.311)
H (0.644, 5.987, 6.832)
H (6.970, -0.480, 6.965)
H (2.888, -4.511, 1.211)
H (-5.011, -0.502, -11.192)
H (0.752, -6.771, -3.952)
H (3.142, 5.358, -4.015)
H (2.127, -2.884, -0.896)
H (2.404, -0.562, 0.651)
H (1.009, 1.954, 4.672)
H (-3.458, 2.658, 3.566)
H (2.294, -7.687, -1.982)
H (-0.993, -0.130, -3.909)
H (0.280, 4.393, 7.544)
H (-2.820, 2.486, -10.189)
H (5.809, -1.067, 5.747)
H (-1.602, -2.364, -3.081)
H (5.280, -0.840, 7.435)
H (4.830, -1.068, -3.056)
H (-1.429, -2.614, 0.723)
H (0.380, -2.234, 3.492)
H (-5.651, 1.108, -5.693)
H (-2.956, 8.057, -0.873)
H (0.003, -4.936, 3.533)
H (-5.271, -1.937, -5.123)
H (-1.515, 1.499, -2.116)
H (-3.233, 4.821, 6.440)
H (3.002, -2.989, 2.767)
H (-3.823, -0.446, -12.532)
H (2.661, -1.327, 3.580)
H (-0.965, -6.879, 2.133)
H (-3.825, -1.859, -4.085)
H (-2.518, -5.877, 0.250)
H (-4.859, 1.265, -7.283)
H (-0.644, -4.844, -0.163)
H (0.367, -0.995, 2.072)
H (3.885, 6.955, -3.738)
H (4.784, 5.477, -3.309)
H (-1.936, 1.811, 3.945)
H (-4.456, 1.862, -10.528)
H (-4.026, 4.664, 8.029)
H (0.806, -4.826, -4.131)
H (-2.199, 1.696, 9.638)
H (0.480, 2.181, 6.360)
H (6.764, 1.801, 8.186)
H (-2.210, -6.383, 3.513)
H (-1.522, -3.835, 3.421)
H (6.098, -1.172, -0.745)
H (-5.856, -0.169, -6.931)

Values from the calculation:
LUMO ... 1.619 eV
HOMO ... -0.156 Ha
Total charge ... -1
Gap between HOMO and LUMO ... 5.870 eV



# C36H90BF4N6NaO12

A structure of composition C36H90BF4N6NaO12 (ωB97M-V with the def2-TZVPD basis set, OMol25).

Atoms and positions in Å:
Na (-1.422, -2.030, 0.141)
F (-0.194, 0.592, -0.238)
F (0.137, 0.978, 1.957)
F (0.304, -1.109, 1.062)
F (1.884, 0.625, 0.650)
O (2.226, -0.253, 5.372)
O (3.990, -2.207, -3.733)
O (-0.057, -5.041, -4.387)
O (-1.747, 5.999, 5.354)
O (-4.172, 0.458, -5.172)
O (-4.185, 0.151, 2.368)
O (2.015, 4.533, 1.323)
O (6.301, 0.946, 0.951)
O (2.643, -4.501, 1.140)
O (-3.899, 4.846, -0.139)
O (-2.683, -7.587, -1.626)
O (-2.174, 1.928, -2.950)
N (1.589, 5.257, 4.033)
N (4.469, 1.457, 3.868)
N (-0.356, -6.347, 0.005)
N (1.235, -3.123, -2.781)
N (-1.422, -0.052, -4.726)
N (-3.878, 2.295, 0.597)
C (-0.806, -6.136, -4.909)
C (1.653, 3.499, 2.242)
C (-2.854, 0.742, 2.256)
C (5.080, -1.475, -4.361)
C (-3.961, -8.197, -1.885)
C (2.366, 0.177, 3.916)
C (-4.897, 0.282, 3.600)
C (2.148, -2.211, -2.162)
C (-0.819, 1.816, -3.236)
C (-4.922, 4.590, 0.779)
C (-2.498, 3.296, -2.721)
C (-3.185, 0.618, -6.196)
C (-1.791, 0.985, -5.709)
C (-0.573, -7.617, -0.576)
C (-1.968, -8.204, -0.627)
C (3.763, 0.225, 3.355)
C (5.789, 1.760, 3.139)
C (5.749, 2.062, 1.616)
C (-0.442, 0.307, -3.664)
C (1.273, -4.740, 0.814)
C (-2.932, 5.892, 0.134)
C (-2.531, 7.083, 5.769)
C (0.185, 4.965, 4.480)
C (1.070, -6.177, 0.323)
C (3.088, -1.343, -3.042)
C (0.870, -0.066, 5.862)
C (2.196, 3.967, 3.666)
C (1.954, -4.191, -3.492)
C (-5.325, -0.192, -5.531)
C (1.188, -5.418, -3.914)
C (2.941, -3.322, 1.878)
C (-0.333, 6.277, 5.063)
C (6.181, 1.209, -0.464)
C (1.652, 4.213, -0.096)
C (-5.106, 3.045, 0.815)
C (-2.944, 2.230, 1.716)
B (0.556, 0.231, 0.858)
H (2.184, -3.812, -4.488)
H (5.168, 1.479, -0.773)
H (1.419, 3.160, -0.263)
H (-2.175, -0.713, -4.618)
H (1.694, -1.476, -1.493)
H (-0.921, -6.931, -4.170)
H (-0.442, 2.501, -3.997)
H (-3.392, 6.880, 0.143)
H (-2.354, 0.171, 1.472)
H (2.131, 2.627, 1.796)
H (0.566, 0.238, -4.072)
H (4.193, -0.722, 3.696)
H (-2.031, 3.986, -3.425)
H (-0.054, 7.089, 4.389)
H (0.016, -8.412, -0.111)
H (2.730, -2.661, -1.353)
H (-5.675, 2.812, -0.086)
H (0.290, 6.543, 5.918)
H (-1.781, 2.024, -5.381)
H (-0.400, 4.434, 3.729)
H (-2.135, 3.490, -1.711)
H (-2.081, 5.728, -0.524)
H (4.589, 1.434, 4.870)
H (-3.582, 1.414, -6.830)
H (1.707, -6.390, -0.535)
H (0.676, 4.682, -0.229)
H (4.618, -0.622, -4.861)
H (5.864, -1.217, -3.650)
H (3.859, -2.895, 1.475)
H (-4.383, 0.177, 4.556)
H (1.872, 3.244, 4.414)
H (-5.614, 2.677, 1.707)
H (-0.966, 0.766, -6.390)
H (2.851, -4.534, -2.974)
H (-2.513, -8.132, 0.317)
H (-5.899, 0.458, -6.194)
H (-5.139, -1.185, -5.945)
H (3.013, -3.530, 2.946)
H (1.791, -0.606, 3.421)
H (2.123, -2.619, 1.714)
H (0.287, 4.229, 5.278)
H (-0.129, -6.528, -5.671)
H (-3.569, 3.479, -2.636)
H (-1.757, -5.864, -5.363)
H (-0.731, -6.443, 0.941)
H (3.284, 4.005, 3.615)
H (6.392, 2.922, 1.427)
H (6.460, 0.916, 3.309)
H (-5.883, 4.916, 0.380)
H (-3.299, 2.857, -0.010)
H (6.569, 0.425, -1.113)
H (5.304, -2.092, -5.232)
H (3.846, 0.039, 2.285)
H (1.895, 1.149, 3.773)
H (0.583, 3.286, 2.229)
H (-3.439, 6.594, 6.124)
H (1.147, -6.101, -3.061)
H (0.236, -0.701, 5.241)
H (0.703, -4.113, 0.125)
H (0.770, -3.613, -2.027)
H (0.465, 0.946, 5.916)
H (0.760, -0.422, 6.886)
H (-4.593, 4.897, 1.773)
H (-0.627, -0.293, -2.773)
H (-1.989, 2.483, 1.255)
H (2.411, 4.581, -0.784)
H (-5.799, -0.327, 3.557)
H (2.456, -0.725, -3.680)
H (-2.630, 5.729, 1.170)
H (6.613, 2.126, -0.872)
H (-0.270, -7.701, -1.621)
H (-2.834, 7.764, 4.972)
H (-2.047, 7.663, 6.557)
H (1.229, -6.878, 1.144)
H (-3.989, -9.265, -1.666)
H (3.682, -0.825, -2.287)
H (0.754, -4.652, 1.771)
H (-5.184, 1.336, 3.626)
H (-0.219, 2.030, -2.349)
H (-2.268, 0.548, 3.155)
H (-4.698, -7.618, -1.328)
H (-1.970, -9.229, -1.003)
H (-4.267, -8.162, -2.930)
H (-5.997, -0.408, -4.699)
H (1.540, 5.956, 3.305)
H (1.794, -5.969, -4.637)
H (-3.085, 2.909, 2.559)
H (6.301, 2.583, 3.637)
H (-3.153, -0.237, -6.874)
H (4.707, 2.248, 1.350)

Values from the calculation:
LUMO ... -1.016 eV
ΔE to the lowest compared entry with this formula, charge and spin ... 166.1 kcal per mole
HOMO ... -0.282 Ha
Total charge ... 0
Gap between HOMO and LUMO ... 6.663 eV